1.
25
Properties=species:S:1:pos:R:3:forces:R:3 method="wB97M-V/def2-TZVPD" gap_ev="6.80 / 6.75" charge=+1 de_lowest_kj_mol=345.6
C 3.112274 -1.556263 0.197709 -1.5278 0.5677 -0.0061
C 3.048109 -0.197864 0.639997 -0.4869 -1.3307 -0.5641
C 2.032270 -2.283986 -0.389478 0.9895 1.1796 1.4491
C 1.822648 0.457292 0.458077 1.9841 -0.9921 -0.6489
C 0.879085 -1.542235 -0.497399 -1.6296 -0.6531 -1.2293
C 0.838723 -0.193605 -0.237888 -0.7076 0.7075 1.2954
C -1.328919 -0.888146 -0.426012 -1.9511 -3.2979 -0.2266
C -3.693925 -0.559723 1.253473 3.8075 1.0874 0.1974
C -1.010479 1.423611 -0.482545 -0.5557 3.1841 -0.1501
C -0.144125 2.638752 -0.663786 0.9819 -0.6313 1.7908
N -0.439337 -1.933228 -0.773813 0.1266 0.9614 0.5978
N -0.569774 0.228272 -0.259041 0.6765 -0.3573 -0.4805
O -2.326799 1.660973 -0.599810 0.5799 -1.1496 0.5087
S -2.963603 -1.465624 0.093780 1.6768 0.0025 -1.0681
H 3.968094 -2.085388 0.483121 1.2707 -0.7936 0.0237
H 3.931878 0.239409 1.150797 -0.9728 -0.2274 -0.4678
H 1.992512 -3.367388 -0.461180 0.3995 0.2520 -0.2529
H 1.705891 1.453267 0.727192 0.0578 1.2689 1.0209
H -4.714211 -0.596712 1.252747 -2.4475 0.2025 0.2708
H -3.013001 0.114920 1.808662 -1.1690 -0.4107 -0.0699
H -0.515267 3.418323 0.076400 0.5195 -0.6587 -0.9730
H -0.273584 3.013460 -1.713479 0.5405 -0.3450 0.9761
H 0.903843 2.298541 -0.289220 -1.9495 1.6193 -1.7217
H -0.757222 -2.809633 -1.139965 0.0579 -0.2477 0.1260
H -2.485069 2.532976 -0.208329 -0.2712 0.0620 -0.3975

***

2.
23
Properties=species:S:1:pos:R:3:forces:R:3 method="wB97M-V/def2-TZVPD" gap_ev=9.86 de_lowest_kj_mol=159.3 smiles=N[C@H]1C[C@@H]2O[C@H]1c1ccccc12
N 2.426209 0.839183 -0.219895 -1.0396 1.5268 -1.0016
C 1.256532 1.620749 0.378682 0.9692 -0.7491 -0.3695
C 0.132026 2.020487 -0.669679 1.9719 1.3173 0.4567
C -1.101615 1.350327 -0.091601 0.4554 -0.2586 1.5034
O -0.866432 1.381384 1.361961 0.9403 0.0626 -0.7717
C 0.416347 0.706127 1.332956 -0.1076 -0.2934 -0.1851
C 0.064847 -0.564113 0.492584 0.2919 0.6149 2.1888
C 0.453028 -1.894600 0.575372 0.5591 -0.0543 -0.1857
C -0.104596 -2.769292 -0.331035 -0.7511 -1.0049 -0.1342
C -1.081938 -2.387189 -1.238795 -0.3893 0.7659 -1.1640
C -1.516178 -1.051365 -1.233108 -0.2615 0.4685 -0.2738
C -0.963066 -0.134764 -0.317610 -0.3320 -1.2172 -1.7262
H 3.048728 1.410477 -0.830257 -1.0177 -0.3511 0.6949
H 3.033398 0.449104 0.464425 0.2580 -0.2443 0.8828
H 1.605137 2.542430 0.900497 -0.3159 -0.6933 -0.1844
H 0.188333 3.149290 -0.668291 -0.8864 -1.1648 -0.1201
H 0.378611 1.677855 -1.672795 -0.0113 -0.1157 0.0117
H -2.015839 1.859242 -0.249739 -1.0072 0.1349 -0.4844
H 0.779203 0.575297 2.375492 -0.1263 -0.0074 -0.8449
H 1.207506 -2.362679 1.228589 -0.3587 0.9571 -0.0333
H 0.134937 -3.819708 -0.242373 0.2595 -0.0794 -0.2079
H -1.464979 -3.039029 -2.074606 0.4170 0.4634 1.3703
H -2.279367 -0.745823 -1.973964 0.4822 -0.0779 0.5783

***

3.
24
Properties=species:S:1:pos:R:3:forces:R:3 method="wB97M-V/def2-TZVPD" gap_ev="6.62 / 6.80" de_lowest_kj_mol=609.7
C -1.161783 2.164271 0.263250 -3.4731 -1.2236 0.0425
C -2.288990 1.426545 0.045388 -0.4353 0.9356 1.3965
C 2.461600 -1.020839 -0.430247 -3.0263 -0.0901 2.1014
C 3.179049 -0.052558 -0.933579 1.4210 1.8564 -0.1339
C 0.054366 1.447443 0.354898 2.0789 -1.6401 -1.2467
C -2.318492 0.018321 -0.327445 -2.0876 -1.3789 -2.0453
C -1.253862 -0.843303 0.154507 2.6983 -1.8969 2.6668
C 0.136691 -0.123143 -0.084363 -2.4460 -0.1517 3.0275
C 2.418015 1.460675 0.720327 -0.2344 -2.3461 0.5001
C 1.266009 -0.801061 0.517436 4.3019 0.5656 -1.3706
N 1.174432 1.952679 0.590010 0.0552 2.1592 0.3946
O 3.265432 1.219058 -0.357358 -0.8638 -0.2681 0.1396
O 1.137621 -1.723564 1.545833 -0.1406 0.1636 -0.4938
H -1.344964 3.179197 0.535967 0.7182 0.6046 0.2254
H -3.346994 1.712536 0.300605 1.3827 0.9241 -0.7003
H 2.673144 -2.010299 -0.715115 0.1558 -1.2756 -0.6954
H 3.888382 -0.142885 -1.758938 -0.1922 0.0069 0.3902
H -3.272585 -0.452712 -0.005052 0.2702 0.5257 -0.3744
H -2.340364 -0.008846 -1.455586 -0.1147 -0.0077 0.7317
H -1.460566 -1.106078 1.303789 0.8379 0.8248 -2.2880
H -1.149161 -1.872852 -0.311211 -0.5633 1.2619 0.2275
H 0.268522 -0.048475 -1.120281 0.3134 0.1156 -1.6320
H 2.935902 1.688096 1.673962 -0.1720 0.1247 -0.9668
H 2.009223 -2.146073 1.627577 -0.4841 0.2101 0.1034

***

4.
24
Properties=species:S:1:pos:R:3:forces:R:3 method="wB97M-V/def2-TZVPD" gap_ev=8.58 de_lowest_kj_mol=832.9 smiles="CCC1=CC=CC([N+](=O)[O-])=C=C1C"
C 3.052399 -0.976120 -0.442072 2.1991 0.5556 2.7133
C 1.786926 -0.796154 -1.137489 -0.7631 -0.3420 -1.6632
C 0.691509 -0.105836 -0.405138 0.3793 1.3165 -1.3086
C 0.641554 1.265386 -0.508919 -1.5949 -0.2975 0.1701
C -0.464536 2.058902 0.008318 4.5167 0.1666 -0.6614
C -1.662622 1.747572 0.274776 -7.0035 1.7104 1.6789
C -2.324880 0.558477 -0.017640 2.8308 -4.8533 0.0268
N -3.648110 0.458631 -0.324602 -6.6485 1.3703 -1.5412
O -4.122054 1.383631 -1.062580 1.2647 -1.8306 1.5289
O -4.412212 -0.422455 0.159683 2.4948 1.5019 -1.0150
C -1.578874 -0.588931 -0.062992 -2.2731 2.3122 0.3582
C -0.370628 -0.810678 0.315485 1.8274 0.1505 0.5557
C -0.077074 -1.452755 1.584043 -0.0152 -3.7592 2.5774
H 3.079248 -1.414055 0.591256 -0.7221 -0.5873 -1.0652
H 3.423987 -0.017680 -0.121699 0.6446 0.8019 -0.4622
H 3.780826 -1.476491 -1.068245 0.2277 -0.0451 0.0402
H 1.608240 -1.809983 -1.512021 -1.1689 0.3119 -0.1662
H 1.920133 -0.117967 -2.005649 0.4036 -0.7980 0.1274
H 1.317044 1.937497 -1.069469 0.2821 -1.1693 0.3538
H -0.365416 3.085019 0.146167 1.2407 1.7128 0.1667
H -2.402588 2.559986 0.636088 1.4224 -1.0944 -0.5882
H 0.287983 -2.580860 1.509254 -0.9273 2.0859 -0.1953
H 0.730637 -1.024578 2.130664 0.9498 0.8255 -0.0640
H -0.891492 -1.460559 2.382781 0.4327 -0.0452 -1.5667

***

5.
24
Properties=species:S:1:pos:R:3:forces:R:3 method="wB97M-V/def2-TZVPD" gap_ev=8.53 de_lowest_kj_mol=276.8 smiles="CC(/C=C/c1ccc(O)cc1)=N/O"
C -3.793685 -1.439503 -0.564503 -0.0358 0.1466 -0.0445
C -3.023782 -0.275003 -0.018933 0.1626 -0.1164 -0.0548
C -1.578321 -0.467148 0.133700 0.3045 0.5022 0.0538
C -0.647394 0.444975 -0.182996 -0.5135 -0.2794 -0.0352
C 0.790801 0.294772 -0.053368 0.5149 0.0476 0.0036
C 1.620937 1.282601 -0.587494 -0.1929 -0.2244 0.1154
C 2.994069 1.192641 -0.492958 0.2792 -0.0748 0.0508
C 3.578846 0.106207 0.148714 -0.3335 0.1771 -0.1165
O 4.923764 -0.028057 0.269604 0.1704 -0.0379 0.0300
C 2.763870 -0.884135 0.693630 0.2887 0.0239 -0.0282
C 1.394412 -0.788405 0.592334 -0.0204 0.1836 -0.1076
N -3.707903 0.748363 0.297805 -0.7471 -0.0811 -0.0838
O -3.128845 1.841450 0.867444 0.5037 0.3854 0.1802
H -3.694984 -2.296395 0.100431 0.0020 -0.1149 0.0268
H -3.404172 -1.721073 -1.541479 0.0009 -0.0851 -0.0731
H -4.841819 -1.172367 -0.653219 -0.0732 -0.0235 -0.0057
H -1.288504 -1.444814 0.495561 0.0963 -0.0856 0.0640
H -0.958236 1.380385 -0.636711 -0.1276 0.0494 0.0138
H 1.180540 2.132789 -1.088760 -0.0584 0.0730 -0.0383
H 3.619652 1.967791 -0.916297 0.0483 0.0578 -0.0312
H 5.369878 0.720122 -0.145727 -0.0964 -0.0873 0.0486
H 3.229854 -1.718615 1.192992 0.0429 -0.1059 0.0677
H 0.785339 -1.564667 1.028691 -0.0529 -0.0790 0.0629
H -2.184308 1.688095 1.061545 -0.1628 -0.2516 -0.0986

***

6.
24
Properties=species:S:1:pos:R:3:forces:R:3 method="wB97M-V/def2-TZVPD" s_squared=2.007 gap_ev="5.33 / 7.67" multiplicity=3 de_lowest_kj_mol=93.0
C -2.762287 -0.566802 0.284595 -1.3509 -1.6400 -0.9831
C -2.704544 0.830503 0.290610 3.2871 -2.0877 0.6675
C -1.608009 -1.341633 0.270918 1.2576 3.4962 0.0587
C -1.463029 1.481153 0.405510 0.5672 -2.7851 -0.6739
C -0.364665 -0.675907 0.271717 0.1330 0.6442 0.7179
C -0.269162 0.733900 0.330050 -0.3506 -1.1704 -0.1810
C 2.097522 0.405101 0.260428 1.1003 0.1341 3.2644
C 0.929971 -1.376912 0.307203 -2.2200 -2.9233 -0.4439
C 1.378052 -2.068872 -0.950416 -0.5108 1.8041 -0.3024
C 1.308439 2.711309 0.247675 -1.4283 -1.1057 0.1164
N 1.067778 1.244041 0.200834 -2.1974 2.1853 -0.3652
O 3.279477 0.403203 0.090524 0.2198 0.7378 -1.3041
O 1.250637 -1.985792 1.540969 1.6720 0.7686 -2.7837
H -3.743184 -1.163530 0.145629 1.4760 1.4640 0.5294
H -3.596709 1.298356 0.326949 -2.5753 2.0009 0.0051
H -1.554742 -2.366334 0.319642 -0.3988 -2.2902 -0.0593
H -1.340305 2.489916 0.460790 -0.2578 2.8355 0.1549
H 1.528359 -3.051863 -0.747707 0.9826 -3.2863 0.9122
H 2.297215 -1.742512 -1.513505 -1.0016 0.3572 0.4524
H 0.465369 -2.171507 -1.535050 0.2655 0.6428 -0.7944
H 0.834081 3.311747 -0.469916 -1.3653 0.0708 -1.7185
H 0.992992 3.230678 1.136511 0.4603 -0.5142 1.0450
H 2.283302 2.806570 -0.039227 2.9171 0.5441 0.1422
H 2.073689 -2.427754 1.197555 -0.6818 0.1171 1.5431

***

7.
38
Properties=species:S:1:pos:R:3:forces:R:3 method="wB97M-V/def2-TZVPD" s_squared=0.757 gap_ev="5.36 / 2.83" multiplicity=2 charge=+2
Ba 4.668676 -5.486420 -2.267543 -0.7322 1.1369 0.1946
O -1.515625 0.729339 -1.264504 4.6231 -1.1902 1.3996
C -0.361507 0.294643 -0.968063 -3.8278 2.4451 0.5925
O 0.025199 -0.907790 -1.186802 1.2537 -2.8640 -0.9683
B 1.459129 -1.165251 -0.851495 -2.2159 2.2647 0.2592
O 1.781250 0.041747 -0.044872 1.2164 -0.4891 0.0702
C 0.827553 0.948073 -0.092125 -2.8269 2.8652 -1.5950
O 0.729060 2.106506 0.291499 1.1433 -2.9046 -0.0974
O 2.222608 -1.332392 -2.155943 0.4666 -0.3875 1.0621
C 2.899879 -2.419573 -2.050244 1.0840 0.0742 -2.2343
O 3.708699 -2.879512 -2.886968 -0.9355 -0.3219 1.6789
C 2.534501 -3.139447 -0.766380 -0.4938 -0.3432 0.6767
O 1.696081 -2.417476 -0.084147 0.8108 -0.5200 -0.7252
O 2.964118 -4.260866 -0.507931 0.2622 0.1651 -0.3161
Br 1.302131 -1.131089 4.340349 0.7648 0.2673 -0.3134
C 2.666200 0.106913 3.600296 -0.1880 0.6282 0.4840
C 1.949648 1.303823 2.989071 0.1443 -0.7901 0.7192
Br 1.310089 2.534124 4.431580 0.1928 -0.6073 -1.0341
H 3.291044 -0.379076 2.850960 -0.4009 -0.3347 0.0016
H 3.323145 0.439671 4.403910 -0.1859 -0.3289 0.1516
H 1.098590 0.870451 2.463715 -0.0293 0.7885 -0.0068
H 2.646793 1.814433 2.324736 -0.4008 0.3665 0.1354
Br -1.334950 -1.704261 -5.726590 -0.0637 0.4442 0.4455
C -1.840859 -0.598015 -4.177013 -0.8431 0.8657 -0.2332
C -3.016765 0.455419 -4.534279 0.8437 -1.3864 0.5806
Br -2.426642 1.873554 -5.716620 0.1315 -0.1766 0.2783
H -0.950420 -0.125500 -3.762352 -0.0073 0.5329 -0.8047
H -2.013951 -1.314729 -3.374238 -1.0612 0.0338 -0.2484
H -3.443420 0.894758 -3.632586 0.5797 0.1421 0.1199
H -3.885000 0.026883 -5.034887 0.4600 -0.4780 -0.1176
Br -2.637244 1.007783 4.929909 -0.2567 0.3299 -1.0023
C -3.215732 2.307157 3.516492 1.3158 -1.0197 -1.6789
C -2.443771 1.828726 2.260113 -0.7532 0.1686 -0.0796
Br -2.747844 -0.121205 2.018945 0.4201 0.5713 0.9973
H -2.768640 3.292759 3.646120 -0.5792 0.0828 0.9280
H -4.296722 2.217806 3.408868 0.2443 0.2645 0.3083
H -1.384622 2.083116 2.299967 0.0595 -0.6003 0.1943
H -2.820678 2.204919 1.309049 -0.2155 0.3050 0.1775

***

8.
55
Properties=species:S:1:pos:R:3:forces:R:3 method="wB97M-V/def2-TZVPD" gap_ev=10.16
Zn -0.316756 0.723427 -0.480702 -0.7955 -0.3626 -0.4785
C -3.865829 0.846861 1.305569 1.0308 -0.6381 0.4086
F -2.990818 1.714718 1.794330 -0.3032 -0.1285 0.2783
F -3.841048 -0.264153 2.113997 -0.8115 1.9318 -1.3750
F -5.047980 1.452718 1.163681 0.6406 -1.0968 0.5889
S -3.262648 0.523191 -0.470549 0.5488 2.4929 -1.5265
O -4.432058 0.129833 -1.218522 1.5128 -0.4137 0.8497
O -2.652880 1.811100 -0.895604 -0.0723 -2.2418 1.3358
N -1.787286 -0.489191 -0.354643 -3.7315 1.4978 0.2787
S -2.275009 -1.998212 -0.333553 1.0839 -3.7215 -0.6150
O -1.242453 -2.885634 0.184478 -0.7082 1.3249 -0.7327
O -3.604099 -2.152311 0.171719 0.2890 0.3846 -0.3228
C -2.316040 -2.379287 -2.259346 -1.5942 -1.7135 2.2698
F -1.060053 -2.604835 -2.617526 -0.3852 0.2747 -0.6358
F -3.073999 -3.515897 -2.474437 1.3081 1.2660 0.2896
F -2.928083 -1.406357 -2.899832 0.7673 0.1725 -0.4975
C 2.406129 2.635665 2.064876 0.9383 -0.2660 -0.5558
F 2.857172 1.382512 2.138749 -0.9619 0.0646 -0.1871
F 2.061167 3.066889 3.248048 -0.9624 -0.0977 0.4589
F 3.412841 3.372699 1.663851 -0.0703 0.3553 -0.4877
S 0.837307 2.783117 0.876987 -2.1207 0.6232 0.6586
O -0.185679 1.853842 1.426551 1.3762 0.3628 -0.6096
O 0.426462 4.175021 0.786057 1.2304 -2.2260 0.1640
N 1.120362 1.979362 -0.624970 0.6254 2.4461 3.5845
S 2.188111 2.846668 -1.398329 3.7253 2.6499 -3.8078
O 1.706218 3.151163 -2.721236 -0.1198 -1.1272 0.1346
O 2.783670 4.034694 -0.771997 -1.1500 -2.7045 0.3682
C 3.702968 1.574647 -1.675325 -0.8507 0.5554 1.3610
F 4.672480 2.184545 -2.330020 -0.2759 -0.0249 0.1263
F 4.189209 1.099738 -0.492350 -0.5067 0.6554 -0.9154
F 3.260390 0.538648 -2.368592 -0.0458 -0.0809 -0.2370
Cl 1.421722 -0.985611 -0.096748 0.5949 -0.3431 0.4188
C 2.072056 -2.594158 -0.650800 0.1135 0.0418 1.1496
C 2.496737 -3.448290 0.549344 0.1112 -0.2321 -0.6014
Cl 4.066444 -3.004354 1.281096 -0.3196 0.2877 -0.1092
H 2.933506 -2.277317 -1.238693 -0.2757 -0.4782 -0.2754
H 1.257429 -3.112289 -1.156778 0.2073 0.2593 -0.2437
H 2.664044 -4.438892 0.126477 -0.0844 -0.0884 0.0940
H 1.746998 -3.530719 1.336240 0.0007 0.2585 -0.1456
Cl -3.034719 2.407456 -3.769880 0.2260 -0.7098 -0.5695
C -2.021237 1.295736 -4.755916 2.3115 0.5818 0.5286
C -0.503251 1.408005 -4.308912 -0.2204 0.9106 -0.8950
Cl 0.027692 0.243244 -3.111163 -0.1195 -0.8757 1.0224
H -2.046567 1.649081 -5.786743 -0.2533 -0.1642 0.0971
H -2.277503 0.239451 -4.674125 -0.5729 0.3264 0.0304
H -0.170893 2.377325 -3.937356 -0.6479 0.0975 0.1363
H 0.252953 1.203285 -5.066773 -0.6997 -0.0516 -0.7156
Br -0.448932 -1.326798 3.146270 0.2679 0.3939 1.1198
C 0.009476 -0.938614 5.053047 0.2086 -0.6734 0.4577
C -0.018155 -2.232767 5.892780 -0.4152 -0.3453 -0.5021
Br 1.261851 -3.554341 5.195196 -0.0660 0.3062 0.2933
H -0.657508 -0.168586 5.440724 -0.4128 -0.3475 -0.2037
H 1.001597 -0.497131 5.147343 0.0850 -0.1889 -0.6323
H -0.963699 -2.774777 5.876469 -0.0752 0.3155 -0.4123
H 0.188191 -2.124123 6.957541 0.4246 0.5048 -0.2133

***

9.
24
Properties=species:S:1:pos:R:3:forces:R:3 method="wB97M-V/def2-TZVPD" gap_ev=8.65 de_lowest_kj_mol=172.9
F 1.938775 -2.594824 -1.125324 0.0789 1.2360 0.8693
C 1.653812 -1.337794 -0.618025 0.9911 -0.5335 -1.1158
C 2.558699 -0.470244 -0.151178 -4.4635 0.4373 -0.6030
C 2.195445 0.849988 0.345344 1.5312 0.9933 1.6154
C 1.201471 1.105054 1.249887 -0.4561 0.4949 -1.1176
C 0.045808 0.281229 1.443574 0.9362 -0.5577 -2.6338
C -0.631954 -0.438692 0.486979 -2.2428 1.5680 2.3793
C -1.362568 -1.564657 1.128712 -0.9595 -0.4347 -0.9923
Br -3.356804 -1.343636 1.247246 0.4622 -0.1117 -0.4213
C -1.146215 0.034799 -0.847813 -0.4066 -1.4866 -1.3553
C -1.985545 1.314273 -1.071334 3.4944 -0.1396 3.1859
C -0.487569 1.214639 -1.450897 -1.9389 -0.2941 0.6585
H 0.669785 -1.026753 -0.856033 -0.2043 -0.4340 -0.3666
H 3.531180 -0.667663 -0.175978 4.0103 -1.0197 -0.0615
H 3.067509 1.590520 0.251968 -1.5083 -0.9603 0.3000
H 1.105032 1.995779 1.854810 0.8652 0.4622 -0.1168
H -0.223443 0.109971 2.436937 -0.3237 -0.4335 1.5962
H -1.170925 -1.787135 2.162181 0.6912 0.1256 0.1223
H -1.111418 -2.410486 0.488284 -0.6733 -0.5077 0.2682
H -1.620049 -0.714373 -1.572157 1.3491 0.4570 1.2902
H -2.075572 1.841390 -0.141836 -0.7950 0.3644 0.1605
H -2.811786 1.180516 -1.698480 -0.6928 0.2632 -1.1019
H -0.356134 1.256612 -2.450630 0.6342 -0.3524 -3.2096
H 0.372465 1.581487 -0.936237 -0.3791 0.8635 0.6495

***

Record-wise E values, in Ha: -970.21445; -517.61190; -592.69203; -592.60701; -592.81882; -592.67630; -16484.17108; -12658.84977; -3061.94935
Record-wise M values, in Da: 207.28; 161.20; 177.20; 177.20; 177.20; 177.20; 887.76; 1011.47; 231.11